The following is a DFT calculation (ωB97M-V/def2-TZVPD) of C35H123AlN24O26 as an isolated structure.

The geometry in XYZ format:
```
209
Properties=species:S:1:pos:R:3:forces:R:3
Al -2.3679 -2.3040 -1.4678 -0.66 0.30 0.90
C 0.5054 -0.1965 0.3773 -1.77 -0.13 0.25
C -0.0354 -0.4331 -0.9812 0.15 -0.71 -4.02
O -1.3849 -0.6690 -1.1843 1.19 -0.52 0.88
O 0.7200 -0.3232 -1.9901 -1.85 -0.28 2.73
H 0.1788 0.8222 0.5517 0.51 0.53 0.47
H 1.5563 -0.3356 0.4339 0.83 0.34 -0.24
H 0.0328 -0.8150 1.1329 -0.22 -0.22 0.02
O 0.2530 3.2403 -3.1178 0.07 -0.46 -0.31
H 0.7684 3.6046 -2.3732 -0.41 -0.06 0.15
H -0.0137 2.3755 -2.7617 0.13 0.22 -0.33
O 4.0723 -4.2354 3.2020 0.15 -1.45 -1.36
H 3.8542 -3.5240 3.7702 -0.03 1.19 0.96
H 5.0254 -4.3946 3.1740 -0.35 0.32 0.27
O -0.7684 -0.3456 -4.3974 -0.82 -0.66 -1.09
H 0.1684 -0.4445 -4.6121 -0.20 0.28 0.77
H -0.9626 -0.1126 -3.4887 0.87 0.27 0.19
O 2.7339 -0.8246 -4.6703 -0.27 0.02 0.35
H 2.4047 -0.0382 -5.1199 -0.03 0.33 -0.74
H 2.8559 -0.4555 -3.7907 0.18 -0.20 0.41
O 1.8098 1.8456 -6.0017 -0.36 0.36 1.01
H 2.2502 2.2348 -6.7519 0.26 0.15 -0.41
H 1.5567 2.6078 -5.4354 0.06 -0.74 -0.35
O 6.1575 -1.0202 1.4823 -0.48 0.15 -0.06
H 7.0094 -1.2923 1.8083 0.56 -0.19 0.05
H 5.8118 -0.4451 2.1729 -0.01 0.02 0.11
O -3.1278 -3.1537 -0.0097 0.44 0.17 -2.03
H -4.4248 -1.9185 0.5805 0.55 -3.52 -1.35
H -3.0827 -4.1379 -0.0042 0.04 1.30 -0.05
O -3.9596 -0.8594 -1.9196 2.42 -1.42 -1.31
H -3.4782 -0.3131 -2.6130 -0.81 -0.33 -0.36
H -3.8112 -0.1698 -1.2570 -0.77 0.69 1.26
O 1.7848 -2.3131 3.9377 0.04 0.46 0.36
H 0.9424 -2.7503 4.1086 0.01 -0.10 -0.12
H 1.7772 -1.5722 4.5666 0.09 -0.20 -0.20
C 0.7931 -5.8985 -5.3676 0.27 -1.25 0.04
O 0.3558 -5.4568 -4.3291 -0.65 0.73 0.76
N 0.6604 -5.4001 -6.6021 -0.80 1.82 -0.03
N 1.4741 -7.0754 -5.4464 0.44 -0.93 1.47
H -0.0778 -4.7157 -6.6123 -0.10 0.36 -0.63
H 0.6848 -6.1021 -7.3037 -0.22 -0.12 -0.76
H 1.6013 -7.4807 -4.5151 0.45 0.07 -0.77
H 2.2696 -6.9793 -6.0498 0.43 -0.65 0.04
C 3.9594 6.0588 1.3240 1.78 1.29 -1.29
O 3.4386 5.0950 0.8034 -0.55 -1.49 -0.03
N 5.1664 6.5503 0.8449 -0.64 0.00 0.53
N 3.4186 6.7545 2.3336 -0.53 0.38 0.61
H 5.6553 5.9887 0.1687 -0.07 0.30 -0.05
H 5.4672 7.4879 1.0794 0.19 -0.52 -0.13
H 2.5160 6.3976 2.6042 -0.30 0.24 0.27
H 3.6413 7.7310 2.4872 -0.05 -0.47 0.05
C 0.3022 -3.7629 -1.9571 -1.73 0.89 0.37
O -0.8608 -3.2127 -1.6642 0.97 0.72 -1.12
N 0.3317 -4.8714 -1.1980 -0.57 0.11 0.00
N 1.0817 -3.0674 -2.7778 -0.04 -0.22 0.09
H 0.7538 -5.7724 -1.0721 1.05 0.31 -0.85
H -0.5398 -4.7273 -0.6828 0.69 -0.94 0.31
H 1.9672 -3.3675 -3.1723 -0.33 -0.23 0.36
H 0.7168 -2.1451 -3.1078 0.35 -1.09 0.51
C -3.6953 1.5944 0.5374 1.24 0.06 0.32
O -4.4145 0.9328 -0.2397 0.27 0.34 0.23
N -2.4194 1.1984 0.8606 -1.00 -0.46 -0.71
N -4.1623 2.7237 1.0787 -0.07 0.63 0.46
H -1.9326 1.3907 1.7167 0.02 0.91 0.69
H -2.1033 0.3607 0.3905 -0.02 0.04 -0.30
H -3.5569 3.3650 1.5978 -0.54 -0.46 -0.37
H -5.1072 2.9734 0.8036 0.50 0.18 0.24
C 5.7407 -3.0249 -3.2612 -0.79 2.55 0.82
O 5.2340 -2.7195 -2.1871 -0.59 -0.25 -0.16
N 5.3788 -2.5235 -4.4722 -1.89 -0.11 0.45
N 6.8388 -3.7345 -3.4185 2.54 -2.82 -0.22
H 6.0311 -2.3660 -5.1945 0.59 -0.01 -0.56
H 4.4794 -2.0935 -4.5277 -0.26 0.57 -0.24
H 7.2883 -4.2323 -2.6664 -0.34 0.42 0.50
H 6.6940 -4.3656 -4.1806 0.60 -0.22 -0.65
C 1.0224 -3.7812 1.2611 -1.58 -0.73 2.13
O -0.1384 -3.3010 1.1600 1.81 -0.80 -0.27
N 2.1263 -3.2432 0.7867 0.17 0.64 -0.62
N 1.2798 -4.9798 1.9767 -0.87 1.05 -1.23
H 3.0202 -3.5844 1.0760 0.45 -0.09 -0.03
H 2.0291 -2.4101 0.2514 0.30 0.46 -0.21
H 0.4402 -5.3178 2.3815 -0.64 -0.37 0.48
H 2.0228 -4.9372 2.6403 0.90 -0.03 0.23
C 2.0767 5.0501 4.8082 0.75 2.13 1.05
O 1.2469 5.1865 3.9357 -1.17 0.08 -0.73
N 2.8840 4.0151 4.9133 0.57 -2.40 -0.22
N 2.3360 6.0166 5.7524 -0.21 0.41 0.19
H 2.4782 3.1736 4.5118 0.67 -0.17 -0.12
H 3.5058 3.9441 5.7009 -0.16 -0.24 -0.05
H 1.8958 6.8998 5.6131 -0.22 0.36 -0.05
H 3.1652 6.0312 6.3310 -0.23 -0.21 -0.27
C -3.6584 2.4348 -2.9726 0.91 -1.05 -0.56
O -3.1102 1.3551 -3.3703 -1.62 2.51 1.42
N -2.9355 3.4819 -2.4041 -0.43 -0.57 -0.42
N -5.0136 2.7235 -3.0590 0.86 0.15 0.10
H -3.4226 4.3483 -2.2918 -0.41 0.22 0.12
H -1.9859 3.6761 -2.6778 0.49 -0.74 -0.31
H -5.7271 2.0388 -2.9717 0.01 -0.96 -0.26
H -5.3625 3.6331 -2.8051 0.39 0.07 0.05
C 2.8463 1.2339 2.2390 0.47 0.95 -0.41
O 2.0814 1.5354 3.1464 -0.60 0.08 0.66
N 3.1323 2.0573 1.2032 0.40 0.27 -0.46
N 3.4960 0.0304 2.2198 -0.82 -0.47 0.25
H 3.0620 3.0625 1.2561 -0.39 0.23 0.47
H 3.7652 1.7776 0.4633 -0.03 -0.48 0.04
H 4.0187 -0.0948 1.3644 -0.14 -0.81 -0.11
H 2.8734 -0.7101 2.5920 1.04 0.25 -0.54
C -6.4411 -2.6552 1.6851 -1.17 -0.18 0.80
C -6.0397 -1.1995 1.4695 -0.75 -0.09 -0.05
C -6.4258 -0.1945 2.5676 2.88 -1.17 0.65
O -5.4133 -0.4721 3.6042 -0.82 1.36 -0.63
C -5.5689 0.4179 4.7206 0.60 -0.60 0.06
N -4.5713 -1.3067 1.3105 -0.80 1.65 1.17
H -6.1050 -3.0735 2.6744 -0.11 0.58 -0.96
H -6.1170 -3.3308 0.8734 -0.04 0.46 0.32
H -7.5359 -2.6415 1.7008 0.07 -0.44 0.03
H -6.5123 -0.7548 0.5642 0.71 -0.76 0.12
H -7.3934 -0.3586 3.0150 -0.55 0.07 -0.29
H -6.2810 0.8033 2.1164 -0.24 -0.08 0.64
H -5.6913 1.4661 4.4071 -0.11 -0.34 0.09
H -4.6790 0.3340 5.3647 -0.15 0.05 -0.46
H -6.3913 0.0363 5.3114 -0.51 0.41 0.22
H -4.1360 -0.5800 0.8010 0.27 2.40 0.27
H -4.0363 -1.5626 2.1589 0.01 -0.53 -0.11
C -1.2462 0.3159 4.5146 1.48 2.55 1.23
C -1.0729 1.8887 4.7177 -1.48 -1.06 0.26
C -0.1384 2.2550 5.8691 0.18 -0.34 -0.31
O -0.7243 1.7150 7.0444 0.46 0.52 -0.21
C 0.1353 1.8199 8.1618 -0.14 -0.34 0.64
N -0.8357 2.4971 3.4401 1.90 -0.03 -0.83
H -1.3484 -0.0392 5.5311 -0.55 -0.70 0.00
H -0.2930 -0.0369 4.1301 0.12 -0.24 -0.33
H -2.0463 0.1387 3.8276 -0.60 -0.32 -0.17
H -2.0305 2.3100 5.0215 -0.39 -0.37 0.32
H 0.0124 3.3493 5.9537 -0.33 -0.26 -0.05
H 0.8613 1.8365 5.6882 0.06 -0.22 0.09
H -0.4936 1.6982 9.0544 0.22 -0.12 -0.24
H 0.6131 2.8105 8.2634 -0.04 -0.32 -0.33
H 0.8913 1.0042 8.1463 -0.20 0.57 0.01
H 0.1813 2.3570 3.2475 -0.82 0.13 -0.31
H -0.9178 3.4965 3.5447 0.02 0.45 -0.08
C -1.0675 6.0241 0.3615 -0.37 0.49 0.12
C -0.3520 5.4138 -0.8392 0.86 -0.07 1.19
C 0.7673 6.3203 -1.3617 -0.43 -0.92 0.42
O 0.2659 7.6061 -1.5597 0.51 0.37 0.22
C 1.2853 8.4967 -1.9799 0.39 0.32 -0.45
N 0.2520 4.1003 -0.5504 0.46 0.21 0.44
H -1.3394 7.0533 0.1031 -0.03 -0.12 0.21
H -0.5251 6.0403 1.3250 0.26 -0.09 -0.64
H -1.9956 5.4891 0.5659 -0.14 -0.15 -0.08
H -1.0458 5.2597 -1.6297 -0.75 0.04 -0.72
H 1.1533 5.8896 -2.2811 0.09 -0.03 -0.53
H 1.5935 6.2492 -0.6471 0.14 0.48 0.23
H 0.8214 9.5151 -2.0434 0.58 -0.97 -0.06
H 1.6823 8.1511 -2.9737 -0.35 0.55 0.63
H 2.1730 8.5128 -1.2853 -0.91 0.00 -0.34
H -0.4010 3.4900 -0.0760 -0.48 -0.09 -0.22
H 0.9553 4.2395 0.1644 0.47 0.15 0.09
C -4.6844 -5.2024 -3.8757 0.45 1.67 -0.53
C -3.4325 -4.3758 -4.3703 1.36 1.36 -1.42
C -3.3194 -3.6149 -5.8854 -0.70 -1.02 0.51
O -2.0466 -3.0484 -6.3114 -0.43 -0.76 2.08
C -2.0518 -2.5714 -7.6526 -0.08 -1.17 0.25
N -2.8270 -3.3301 -3.4226 0.87 0.11 0.79
H -5.4300 -5.2058 -4.6807 -0.17 0.00 0.55
H -5.0500 -4.7839 -2.9180 -0.14 -0.01 -0.76
H -4.3852 -6.2245 -3.6674 0.11 -0.06 -0.17
H -2.6601 -5.1233 -4.3898 0.52 -0.24 -0.38
H -4.0511 -2.8036 -5.8959 -0.22 -0.08 0.00
H -3.5900 -4.3837 -6.6228 -0.22 0.15 0.12
H -2.3846 -3.4243 -8.2506 0.12 0.21 -0.56
H -1.0188 -2.3014 -7.9015 -0.38 0.02 0.10
H -2.7353 -1.7504 -7.8111 -0.14 0.43 0.09
H -1.9597 -3.8307 -3.1648 -0.37 0.86 -0.56
H -2.5337 -2.5000 -3.9809 0.02 -0.88 0.03
C 5.9705 1.0902 -3.3335 -0.68 1.69 -1.20
C 5.1492 1.5907 -2.1500 0.59 0.57 0.07
C 4.1097 2.6759 -2.5103 0.72 -0.40 -0.70
O 4.7579 3.5713 -3.4006 -0.76 -0.01 0.48
C 3.9828 4.7504 -3.5118 0.70 -0.10 -0.59
N 4.4542 0.5366 -1.4710 -0.58 -0.18 1.25
H 6.4860 1.9715 -3.7715 0.13 -0.70 0.35
H 5.3399 0.7406 -4.1659 -0.07 -0.20 0.37
H 6.6518 0.3151 -3.0496 0.47 -0.38 0.23
H 5.8966 2.0502 -1.4356 -0.81 -0.27 -0.56
H 3.7566 3.1772 -1.6079 0.13 0.24 0.25
H 3.1785 2.3058 -3.0108 0.59 -0.32 0.20
H 2.9202 4.5250 -3.6961 0.22 0.10 -0.24
H 4.4610 5.3244 -4.3182 -0.56 -0.01 0.18
H 4.0646 5.2985 -2.5867 -0.15 0.47 0.46
H 4.9583 -0.3319 -1.4509 0.29 -0.39 -0.03
H 3.5581 0.3651 -1.8853 -0.48 -0.16 -0.21
C -2.5349 -5.1339 2.6057 -0.91 -0.34 1.13
C -2.7156 -4.0547 3.6702 -0.54 -0.18 -0.69
C -1.7136 -4.2671 4.7981 -0.33 2.30 0.35
O -1.6632 -5.5683 5.2511 0.60 -0.87 -0.16
C -2.3740 -5.8020 6.4471 0.11 0.62 0.97
N -2.5842 -2.7190 3.0356 0.76 -0.71 0.00
H -3.2848 -5.0029 1.8384 0.00 0.11 -0.38
H -2.7386 -6.1048 3.0776 0.29 0.19 -0.21
H -1.5394 -5.0934 2.2289 0.63 -0.10 -0.62
H -3.7363 -4.1725 3.9789 -0.60 0.09 0.78
H -1.9731 -3.5285 5.6462 0.56 -0.93 -1.02
H -0.7541 -3.9084 4.3128 -0.37 -0.76 0.82
H -2.5379 -6.8636 6.6562 0.58 0.12 -0.36
H -3.3664 -5.3788 6.3717 -0.41 0.32 0.07
H -1.8373 -5.3123 7.3009 -0.46 -0.50 -0.51
H -1.7666 -2.8961 2.4586 -0.02 0.42 -0.96
H -2.1804 -2.0592 3.6783 -0.22 0.40 0.89
```
Forces are in eV/Å.

Values from the calculation:
E_HOMO   -12.256 eV
Total charge   +2
LUMO level   -3.097 eV
Molar mass   1323.49 g mol⁻¹
Gap between HOMO and LUMO   9.2 eV
Calculated total energy   -4920.17106 Ha